Entry 1:
Density functional theory data (wB97M-V/def2-TZVPD) for C4H5EuO5 as an isolated structure at a distorted geometry.

Values from the calculation:
HOMO-LUMO gap (spin up / spin down) in eV: 5.9 / 6.4
Strongest force on any atom in eV/Å: 3.7
Multiplicity: 9
<S²>: 20.01
Total energy in eV: -33790.3353
Highest occupied orbital energy (spin up / spin down) in eV: -6.42 / -7.17

```
15
C4H5EuO5, DFT wB97M-V/def2-TZVPD
O 0.481 1.407 1.466
C 0.033 2.299 0.666
C 0.411 -0.253 0.142
O -0.506 3.341 1.081
O -0.104 1.956 -0.601
C -0.448 0.578 -0.815
Eu 0.313 3.956 3.484
H -0.205 -0.715 0.923
H 1.481 -0.065 -0.006
H -1.513 0.451 -0.593
H -0.225 0.367 -1.865
O 0.127 -3.848 -1.448
C 0.009 -2.980 -0.416
O 0.612 -1.903 -0.735
H -0.467 -4.589 -1.283
```

---

Entry 2:
Density functional theory data (wB97M-V/def2-TZVPD) for C32H23N2O3Pd as an isolated structure at a distorted geometry.

Values from the calculation:
HOMO-LUMO gap (spin up / spin down) in eV: 3.1 / 2.7
Strongest force on any atom in eV/Å: 3.7
Energy above the lowest of the compared OMol25 structures with the same formula, charge and spin in kJ/mol: 111.5
Total energy in eV: -46158.1702
Highest occupied orbital energy (spin up / spin down) in eV: -1.62 / -1.40
Charge: -1

```
61
C32H23N2O3Pd, DFT wB97M-V/def2-TZVPD
Pd 0.361 -1.880 -0.785
C 4.453 -2.238 -1.324
C 4.988 -2.217 -0.016
C 4.137 -2.262 1.049
C 2.733 -2.323 0.865
N 2.237 -2.350 -0.429
C 3.087 -2.305 -1.454
C 1.796 -2.328 1.938
C 2.167 -2.222 3.303
C 1.211 -2.227 4.280
C -0.145 -2.303 3.921
C -0.445 -2.383 2.572
N 0.461 -2.418 1.614
H 5.092 -2.187 -2.191
H 6.057 -2.154 0.133
H 4.542 -2.236 2.049
H 2.630 -2.321 -2.444
H 3.209 -2.121 3.566
H 1.490 -2.155 5.325
H -0.927 -2.293 4.665
H -1.481 -2.436 2.245
O -3.791 -0.829 -0.064
C -4.252 -2.026 -0.489
C -5.613 -2.294 -0.526
C -6.074 -3.536 -0.924
C -5.182 -4.540 -1.266
C -3.824 -4.280 -1.228
C -3.347 -3.025 -0.872
C -1.891 -2.713 -0.982
O -1.040 -3.637 -0.954
O -1.572 -1.512 -1.174
H -4.521 -0.208 0.042
H -6.311 -1.512 -0.251
H -7.138 -3.714 -0.962
H -5.551 -5.507 -1.577
H -3.088 -5.030 -1.481
C 0.855 -0.020 -0.991
C 0.679 1.188 -0.881
C 0.637 2.570 -0.801
C -0.643 3.230 -0.778
C -0.811 4.509 -1.333
C -2.037 5.138 -1.298
C -3.124 4.518 -0.698
C -2.981 3.237 -0.179
C -1.767 2.587 -0.235
C 1.879 3.279 -0.682
C 3.068 2.712 -1.172
C 4.271 3.361 -1.020
C 4.333 4.576 -0.349
C 3.172 5.131 0.172
C 1.960 4.499 0.006
H 0.028 4.990 -1.818
H -2.151 6.116 -1.749
H -4.074 5.029 -0.641
H -3.832 2.750 0.280
H -1.654 1.586 0.158
H 3.012 1.760 -1.681
H 5.172 2.919 -1.425
H 5.279 5.081 -0.224
H 3.214 6.061 0.726
H 1.062 4.916 0.442
```

---

Entry 3:
Density functional theory data (wB97M-V/def2-TZVPD) for C12H19NOS as an isolated structure at a distorted geometry.

Values from the calculation:
HOMO-LUMO gap (spin up / spin down) in eV: 7.4 / 7.4
Strongest force on any atom in eV/Å: 2.8
Energy above the lowest of the compared OMol25 structures with the same formula, charge and spin in kJ/mol: 161.6
Total energy in eV: -27121.0970
Highest occupied orbital energy (spin up / spin down) in eV: -7.70 / -7.70

```
34
C12H19NOS, DFT wB97M-V/def2-TZVPD
C 1.445 -0.472 2.590
C 1.055 0.897 2.476
C 1.166 -1.373 1.621
C 0.557 1.390 1.311
C 0.601 -1.750 -0.786
C 0.343 -0.874 0.422
C 0.339 0.601 0.119
C -0.691 -2.100 -1.629
C 0.663 2.567 -1.402
C 2.492 0.724 -1.201
C -3.632 -0.868 0.460
C 0.942 1.020 -1.206
N -2.669 0.094 0.988
O 1.696 -2.265 -1.043
S -1.985 1.162 -0.067
H 2.098 -0.813 3.382
H 1.365 1.492 3.289
H 1.640 -2.319 1.489
H 0.346 2.491 1.283
H -0.620 -1.263 0.536
H -1.423 -1.340 -1.597
H -0.983 -3.000 -1.125
H -0.477 -2.416 -2.642
H 1.036 2.915 -0.503
H -0.415 2.719 -1.451
H 1.318 3.143 -2.156
H 2.480 -0.376 -1.157
H 2.824 1.210 -0.229
H 2.798 1.198 -2.203
H -4.451 -0.462 -0.125
H -3.159 -1.415 -0.358
H -4.113 -1.543 1.208
H 0.540 0.451 -2.045
H -3.127 0.573 1.754
```

---

Entry 4:
Density functional theory data (wB97M-V/def2-TZVPD) for a 9-piece molecular cluster, C49H37NO39P2 overall at a distorted geometry.

Values from the calculation:
HOMO-LUMO gap in eV: 7.6
Strongest force on any atom in eV/Å: 2.8
Energy above the lowest of the compared OMol25 structures with the same formula, charge and spin in kJ/mol: 0.0
Total energy in eV: -151333.6617
Highest occupied orbital energy in eV: -9.38
Structure (SMILES): N=P(O)(O)OC(=O)OP(O)O.O=C1C=C(O)C(=O)C=C1O.O=C1C=C(O)C(=O)C=C1O.O=C1C=C(O)C(=O)C=C1O.O=C1C=C(O)C(=O)C=C1O.O=C1C=C(O)C(=O)C=C1O.O=C1C=C(O)C(=O)C=C1O.O=C1C=C(O)C(=O)C=C1O.O=C1C=C(O)C(=O)C=C1O

```
128
C49H37NO39P2, DFT wB97M-V/def2-TZVPD
N -1.051 -2.574 -2.202
P -0.028 -3.562 -2.721
O -0.294 -4.016 -4.212
O 0.111 -4.929 -1.914
O 1.471 -2.951 -2.893
C 2.253 -2.914 -1.797
O 1.903 -3.081 -0.656
O 3.530 -2.595 -2.163
P 4.495 -3.846 -2.721
O 5.288 -4.314 -1.408
O 3.485 -5.085 -3.029
H -1.479 -2.912 -1.358
H -0.046 -4.934 -4.330
H -0.763 -5.323 -1.924
H 5.183 -5.256 -1.216
H 3.593 -5.243 -3.965
O 2.663 4.691 -3.667
C 2.858 3.485 -3.659
C 3.171 2.725 -2.470
C 3.384 1.404 -2.568
O 3.677 0.643 -1.535
C 3.308 0.683 -3.890
O 3.529 -0.508 -3.879
C 2.974 1.449 -5.078
C 2.759 2.767 -4.975
O 2.448 3.533 -6.007
H 3.226 3.255 -1.529
H 3.793 -0.268 -1.874
H 2.907 0.921 -6.018
H 2.349 4.437 -5.658
O -3.170 -4.017 -1.104
C -4.386 -4.046 -1.156
C -5.130 -4.122 -2.397
C -6.470 -4.135 -2.367
O -7.218 -4.205 -3.451
C -7.234 -4.070 -1.072
O -8.449 -4.069 -1.134
C -6.489 -4.014 0.170
C -5.150 -4.003 0.141
O -4.405 -3.955 1.230
H -4.568 -4.163 -3.320
H -8.145 -4.196 -3.145
H -7.057 -3.985 1.090
H -3.478 -3.952 0.931
O -8.767 -2.628 2.091
C -9.887 -2.158 2.022
C -10.904 -2.335 3.037
C -12.124 -1.814 2.846
O -13.110 -1.949 3.712
C -12.472 -1.030 1.610
O -13.608 -0.611 1.506
C -11.443 -0.822 0.612
C -10.227 -1.352 0.796
O -9.243 -1.217 -0.073
H -10.646 -2.905 3.918
H -13.873 -1.483 3.324
H -11.699 -0.248 -0.267
H -8.487 -1.707 0.299
O 6.665 -1.714 4.166
C 7.057 -1.925 3.034
C 6.260 -1.705 1.843
C 6.776 -1.988 0.637
O 6.109 -1.827 -0.486
C 8.170 -2.534 0.475
O 8.554 -2.781 -0.650
C 8.975 -2.733 1.668
C 8.459 -2.448 2.871
O 9.127 -2.603 4.000
H 5.259 -1.318 1.970
H 6.710 -2.123 -1.195
H 9.979 -3.111 1.541
H 8.519 -2.326 4.711
O 5.626 9.889 0.470
C 4.845 9.300 -0.254
C 4.936 7.898 -0.594
C 4.026 7.347 -1.417
O 4.063 6.076 -1.756
C 2.898 8.163 -2.006
O 2.120 7.612 -2.753
C 2.803 9.569 -1.641
C 3.712 10.107 -0.820
O 3.696 11.374 -0.442
H 5.748 7.328 -0.167
H 3.315 5.873 -2.369
H 1.985 10.141 -2.055
H 4.470 11.496 0.144
O 5.833 -5.665 5.795
C 5.792 -5.917 4.609
C 6.528 -7.004 3.984
C 6.433 -7.195 2.662
O 7.074 -8.159 2.024
C 5.582 -6.312 1.793
O 5.569 -6.535 0.595
C 4.830 -5.242 2.413
C 4.921 -5.050 3.737
O 4.269 -4.098 4.371
H 7.138 -7.630 4.619
H 6.836 -8.069 1.084
H 4.212 -4.623 1.776
H 4.517 -4.174 5.312
O -13.261 -5.264 -4.564
C -13.299 -4.938 -3.394
C -14.521 -4.609 -2.683
C -14.461 -4.243 -1.396
O -15.527 -3.927 -0.683
C -13.154 -4.161 -0.654
O -13.184 -3.802 0.507
C -11.933 -4.509 -1.358
C -11.995 -4.876 -2.645
O -10.932 -5.208 -3.358
H -15.453 -4.670 -3.227
H -15.201 -3.696 0.206
H -10.999 -4.458 -0.813
H -11.265 -5.425 -4.248
O 6.489 12.121 1.850
C 7.192 12.256 2.828
C 7.862 13.489 3.202
C 8.620 13.518 4.305
O 9.259 14.600 4.717
C 8.807 12.306 5.179
O 9.526 12.420 6.152
C 8.124 11.080 4.814
C 7.363 11.048 3.709
O 6.718 9.972 3.302
H 7.721 14.354 2.569
H 9.728 14.340 5.532
H 8.256 10.219 5.453
H 6.269 10.210 2.463
```

---

Entry 5:
Density functional theory data (wB97M-V/def2-TZVPD) for one molecule with the formula C10H10ClN5O2 at a distorted geometry.

Values from the calculation:
HOMO-LUMO gap in eV: 10.0
Strongest force on any atom in eV/Å: 2.7
Total energy in eV: -34599.5020
Highest occupied orbital energy in eV: -9.38
Structure (SMILES): NC(=O)O[C@@H](Cn1ncnn1)c1ccccc1Cl

```
28
C10H10ClN5O2, DFT wB97M-V/def2-TZVPD
N -3.824 -2.235 -0.187
C -2.842 -1.461 -0.681
O -2.732 -1.420 -1.898
O -2.044 -0.828 0.210
C -0.827 -0.215 -0.334
C -1.047 1.268 -0.590
N 0.162 1.852 -1.261
N 1.195 2.456 -0.655
C 2.002 2.756 -1.648
N 1.446 2.451 -2.867
N 0.313 1.889 -2.616
C 0.317 -0.506 0.562
C 0.147 -0.418 1.941
C 1.227 -0.593 2.795
C 2.531 -0.805 2.289
C 2.686 -0.922 0.920
C 1.616 -0.794 0.076
Cl 1.997 -0.811 -1.650
H -4.170 -1.970 0.717
H -4.493 -2.468 -0.915
H -0.554 -0.652 -1.318
H -1.304 1.806 0.339
H -1.890 1.385 -1.289
H 2.942 3.275 -1.498
H -0.866 -0.318 2.371
H 1.048 -0.556 3.869
H 3.374 -0.958 2.909
H 3.591 -1.206 0.408
```